No. 1
# C44H70Br8O27

A cluster of 13 separate species, C44H70Br8O27 in total at a distorted geometry (ωB97M-V/def2-TZVPD, the Open Molecules 2025 dataset).

Each line ends with the Mulliken charge.
Atoms and positions in Å:
Br1 -3.5208 -2.0916 1.0209  -0.037
C1 -2.1303 -2.5680 2.4339  -0.006
C2 -2.3166 -3.9935 2.9221  -0.634
Br2 -1.0139 -4.3507 4.3611  -0.154
H1 -2.2213 -1.8336 3.2342  0.005
H2 -1.1206 -2.5249 2.0258  0.112
H3 -2.2944 -4.8275 2.2207  0.299
H4 -3.2458 -4.1332 3.4745  0.475
Br3 -2.5113 -0.8815 6.1134  -0.135
C3 -0.5766 -0.8490 5.8896  0.170
C4 0.0589 -1.7709 6.8941  -0.675
Br4 -0.0650 -0.8919 8.7242  -0.188
H5 -0.1100 0.1358 5.9148  0.374
H6 -0.4857 -1.1047 4.8340  -0.328
H7 1.0802 -2.0023 6.5919  0.444
H8 -0.4042 -2.7473 7.0361  0.414
Br5 4.9074 1.4355 0.5746  -0.167
C5 4.6292 3.3533 0.8038  0.011
C6 3.1680 3.8421 0.4644  0.133
Br6 2.9512 3.8955 -1.5161  -0.144
H9 5.4470 3.8019 0.2398  0.584
H10 4.7940 3.6731 1.8327  -0.223
H11 2.9521 4.8357 0.8572  0.410
H12 2.4962 3.0454 0.7841  -0.534
Br7 4.2169 -1.1249 -2.5387  -0.148
C7 4.2945 0.8393 -3.1062  -0.067
C8 5.7624 1.1287 -3.4322  -0.755
Br8 5.9377 2.9782 -4.1314  -0.216
H13 3.7884 1.4263 -2.3399  -0.229
H14 3.7328 0.9826 -4.0293  0.425
H15 6.1260 0.4835 -4.2320  0.481
H16 6.3889 1.0117 -2.5479  0.406
C9 -2.2644 2.8493 4.5664  -1.301
C10 -2.9694 2.7098 3.2406  1.434
C11 -3.3830 1.2464 2.9125  1.105
O1 -4.5599 1.4876 2.2248  -0.368
C12 -5.0643 2.6580 2.5116  0.501
O2 -6.1288 3.0301 2.1752  -0.603
O3 -4.2238 3.3578 3.1981  -0.461
H17 -2.9229 2.4380 5.3314  0.405
H18 -2.2679 3.8715 4.9448  0.395
H19 -1.2778 2.3889 4.6192  -0.002
H20 -2.3472 3.0619 2.4178  -0.388
H21 -3.6438 0.7166 3.8287  0.102
H22 -2.6056 0.7239 2.3551  -0.791
C13 -0.4082 -2.9853 -4.3262  -0.485
C14 1.0881 -2.9740 -4.1514  1.327
C15 1.7545 -3.6447 -2.9890  0.278
O4 2.9021 -4.1190 -3.5119  -0.353
C16 2.8219 -4.3228 -4.8088  0.558
O5 3.5932 -4.9010 -5.6264  -0.648
O6 1.6894 -3.7710 -5.1796  -0.515
H23 -0.9361 -2.5806 -3.4627  -0.198
H24 -0.7519 -4.0144 -4.4309  0.262
H25 -0.7223 -2.4814 -5.2403  0.078
H26 1.4908 -1.9628 -4.2085  -0.326
H27 1.1889 -4.4791 -2.5742  -0.185
H28 1.8325 -2.9463 -2.1558  -0.001
C17 -2.3279 -6.0984 -3.3704  -1.904
C18 -2.3243 -5.7828 -1.9467  0.886
C19 -1.5688 -6.8673 -1.0908  -0.515
O7 -0.5892 -6.0769 -0.3672  -0.359
C20 -0.6444 -4.8263 -0.8423  -0.125
O8 0.0159 -3.9296 -0.3964  -0.444
O9 -1.5558 -4.6279 -1.7891  0.678
H29 -1.3411 -6.0782 -3.8329  0.516
H30 -2.7993 -5.2956 -3.9373  0.305
H31 -2.8453 -7.0228 -3.6271  0.458
H32 -3.3437 -5.6119 -1.6008  0.063
H33 -1.1492 -7.5543 -1.8257  0.315
H34 -2.2787 -7.2998 -0.3858  0.363
C21 1.1604 4.0445 4.1416  -1.046
C22 2.2448 5.0896 3.9012  0.340
C23 2.6148 5.9557 5.1061  -0.358
O10 4.0260 5.8426 5.1507  -0.372
C24 4.4159 4.7997 4.3362  0.483
O11 5.6133 4.3958 4.2665  -0.631
O12 3.4412 4.4014 3.6206  -0.011
H35 0.1807 4.4863 4.3234  0.436
H36 1.4303 3.4094 4.9853  0.483
H37 1.0480 3.4006 3.2693  -0.208
H38 1.9513 5.7498 3.0850  0.224
H39 2.2379 5.5780 6.0566  0.256
H40 2.2517 6.9525 4.8557  0.363
C25 3.2398 0.4127 4.3458  -0.673
C26 4.0690 -0.8496 3.9759  0.467
C27 5.5966 -0.5844 3.9928  -0.250
O13 6.1435 -1.7940 4.4729  -0.335
C28 5.1636 -2.3933 5.2045  0.575
O14 5.2793 -3.3893 5.9548  -0.618
O15 4.0069 -1.8125 4.9592  -0.266
H41 3.6673 0.8279 5.2585  0.576
H42 2.1871 0.1528 4.4568  -0.271
H43 3.3571 1.1300 3.5336  0.083
H44 3.6130 -1.3167 3.1030  0.076
H45 5.7779 0.2697 4.6453  0.317
H46 5.8820 -0.2737 2.9877  0.238
C29 -0.7873 -0.1643 -1.1671  -0.687
C30 -0.0451 -0.5548 0.0727  1.398
C31 1.3013 0.0842 0.1368  0.204
O16 1.3801 0.4653 1.4837  -0.288
C32 0.2344 0.4993 2.0168  -0.147
O17 -0.0560 0.9050 3.1335  0.153
O18 -0.7147 0.1579 1.0943  0.020
H47 -0.7162 0.9104 -1.3348  0.048
H48 -1.8622 -0.3355 -1.1086  0.066
H49 -0.2368 -0.6775 -1.9555  -0.290
H50 -0.0931 -1.6414 0.1437  -0.614
H51 1.4542 0.8748 -0.5979  -0.143
H52 2.1005 -0.6241 -0.0814  0.228
C33 -0.5536 5.2510 -3.4677  -0.960
C34 -1.2691 5.2992 -2.0911  0.246
C35 -2.0631 4.0503 -1.6183  -0.284
O19 -1.7663 3.8818 -0.2397  -0.103
C36 -0.6337 4.4591 -0.0010  0.558
O20 0.0302 4.3947 1.0386  -0.459
O21 -0.2794 5.1767 -1.0853  -0.405
H53 -0.0853 4.2695 -3.5405  -0.011
H54 0.2804 5.9525 -3.4886  0.347
H55 -1.2367 5.3277 -4.3137  0.386
H56 -1.6851 6.2931 -1.9263  0.290
H57 -1.7317 3.1987 -2.2124  0.059
H58 -3.0990 4.2947 -1.8536  0.405
C37 -1.7016 0.0259 -7.3644  -1.507
C38 -0.4827 0.6641 -6.7571  0.279
C39 -0.7273 2.1041 -6.2616  -0.545
O22 -0.1032 2.0772 -5.0057  -0.221
C40 0.2698 0.8724 -4.6541  0.186
O23 0.8816 0.6111 -3.6662  -0.214
O24 -0.1542 0.0037 -5.5916  0.043
H59 -1.8675 0.2674 -8.4143  0.405
H60 -2.6427 0.2964 -6.8856  0.349
H61 -1.6133 -1.0587 -7.3013  0.311
H62 0.3826 0.7133 -7.4181  0.345
H63 -1.7714 2.2445 -5.9818  0.363
H64 -0.2359 2.8233 -6.9168  0.280
C41 -3.7395 -2.3489 -2.4879  -0.711
C42 -4.9342 -3.1122 -2.0123  0.971
C43 -5.8217 -2.2788 -1.0653  -0.282
O25 -7.0929 -2.6716 -1.5215  -0.422
C44 -7.0203 -3.4110 -2.6715  0.502
O26 -7.9352 -3.8999 -3.2994  -0.567
O27 -5.7625 -3.4093 -3.0628  -0.431
H65 -3.3007 -2.7482 -3.4023  0.270
H66 -2.9432 -2.3502 -1.7436  -0.421
H67 -3.9840 -1.3002 -2.6567  0.619
H68 -4.5334 -4.0219 -1.5653  -0.391
H69 -5.7997 -1.2185 -1.3167  0.341
H70 -5.6807 -2.5672 -0.0236  0.397

## Properties
DFT total energy: -662385.9934 eV
HOMO-LUMO gap: 9.767 eV
F_max: 6.53 eV/A


No. 2
# C40H55BrF4FeNPSbSeSi3

A structure of composition C40H55BrF4FeNPSbSeSi3 at a distorted geometry (ωB97M-V/def2-TZVPD, the Open Molecules 2025 dataset).

Each line ends with the Mulliken charge.
Atoms and positions in Å:
Fe1 0.8015 -0.3661 0.9299  0.438
C1 1.8843 -1.9289 4.1630  -1.880
C2 1.4492 -2.1759 2.7397  0.975
C3 0.0870 -2.2087 2.3685  0.652
C4 -1.0154 -1.9383 3.3658  -1.924
C5 -0.2750 -2.5860 1.0513  0.134
C6 -1.7384 -2.6965 0.6912  -0.549
C7 0.7178 -2.9271 0.1157  1.189
C8 0.3448 -3.5340 -1.2131  -1.968
C9 2.0712 -2.7664 0.4525  1.278
C10 3.1458 -2.9910 -0.5744  -2.764
C11 2.4366 -2.4281 1.7657  1.963
C12 3.9019 -2.4121 2.1110  -2.213
H1 2.3538 -2.8309 4.5595  0.453
H2 1.0642 -1.6785 4.8253  0.305
H3 2.6129 -1.1207 4.2192  0.419
H4 -1.8697 -1.4514 2.8990  0.110
H5 -0.6888 -1.3057 4.1851  0.483
H6 -1.3777 -2.8760 3.7941  0.414
H7 -2.1927 -3.5386 1.2197  0.380
H8 -1.8799 -2.8424 -0.3747  -0.576
H9 -2.2882 -1.7999 0.9798  -0.458
H10 0.1182 -2.7704 -1.9637  0.382
H11 -0.5212 -4.1834 -1.1029  0.373
H12 1.1533 -4.1516 -1.5938  0.561
H13 3.5534 -4.0033 -0.4981  0.426
H14 3.9737 -2.3002 -0.4271  0.435
H15 2.7729 -2.8474 -1.5840  0.552
H16 4.3980 -1.5766 1.6122  0.329
H17 4.3850 -3.3258 1.7646  0.459
H18 4.0847 -2.3290 3.1769  0.453
F1 -0.5767 6.3795 0.6442  -0.274
C13 0.0141 5.2493 0.9667  0.449
C14 1.3272 5.2441 1.4146  0.289
F2 1.9914 6.3743 1.5165  -0.263
C15 1.9299 4.0441 1.7606  0.181
F3 3.1589 4.0922 2.2537  -0.378
C16 1.2810 2.8201 1.6162  -1.031
P1 2.0969 1.2220 2.1034  1.021
C17 2.1102 1.5844 3.8974  1.323
C18 3.2058 2.0467 4.6164  -0.766
C19 3.0633 2.3512 5.9634  -0.787
C20 1.8357 2.2085 6.5912  -0.729
C21 0.7376 1.7516 5.8734  -0.794
C22 0.8770 1.4275 4.5359  -0.245
C23 3.7614 1.3933 1.3927  1.327
C24 4.9051 0.9412 2.0459  -0.747
C25 6.1464 1.0815 1.4434  -0.857
C26 6.2519 1.6369 0.1782  -0.748
C27 5.1082 2.0440 -0.4964  -0.907
C28 3.8675 1.9150 0.1015  -0.939
C29 -0.0373 2.8643 1.1742  0.609
Br1 -1.0691 1.2617 1.0032  0.112
C30 -0.6720 4.0518 0.8667  0.019
F4 -1.9450 4.0491 0.4726  -0.345
H19 4.1585 2.2052 4.1335  0.504
H20 3.9204 2.7019 6.5225  0.479
H21 1.7336 2.4543 7.6395  0.422
H22 -0.2258 1.6503 6.3555  0.477
H23 0.0250 1.0502 3.9774  0.392
H24 4.8359 0.4730 3.0196  0.530
H25 7.0364 0.7587 1.9674  0.461
H26 7.2209 1.7441 -0.2901  0.451
H27 5.1845 2.4659 -1.4895  0.503
H28 2.9779 2.2189 -0.4367  0.537
Se1 3.0638 -0.4900 -3.2139  0.006
C31 2.0427 -0.2766 -1.8391  0.136
N1 1.3400 -0.0979 -0.9008  -0.502
C32 -3.8382 -2.0686 -5.1308  -0.967
Si1 -2.5110 -2.3725 -3.8382  0.488
C33 -0.7791 -2.3933 -4.5798  -0.796
C34 -2.9442 -3.8845 -2.8016  -1.067
Sb1 -2.4870 -0.2769 -2.1888  -0.133
Si2 -4.8982 0.1082 -1.0791  0.403
C35 -4.9029 -1.0046 0.4378  -0.837
C36 -5.0466 1.9149 -0.6007  -0.742
C37 -6.1441 -0.4800 -2.3550  -1.108
Si3 -1.7375 1.7209 -3.7918  0.306
C38 -2.6045 1.4898 -5.4436  -1.114
C39 -2.3088 3.2964 -2.9486  -0.602
C40 0.1289 1.5676 -3.9087  -0.413
H29 -3.8907 -2.9385 -5.7904  0.410
H30 -3.6203 -1.1967 -5.7472  0.257
H31 -4.8230 -1.9326 -4.6819  0.272
H32 -0.4832 -3.4141 -4.8309  0.464
H33 -0.0285 -1.9838 -3.9005  -0.009
H34 -0.7479 -1.8087 -5.5011  0.368
H35 -3.4790 -4.6019 -3.4284  0.496
H36 -3.5918 -3.6417 -1.9578  0.306
H37 -2.0561 -4.3896 -2.4182  0.270
H38 -4.2018 -0.6472 1.1952  0.122
H39 -4.6588 -2.0393 0.1926  0.276
H40 -5.9013 -0.9967 0.8822  0.493
H41 -4.1794 2.2548 -0.0318  0.071
H42 -5.9307 2.0474 0.0279  0.412
H43 -5.1601 2.5618 -1.4710  0.325
H44 -6.0904 -1.5610 -2.4920  0.306
H45 -6.0138 0.0008 -3.3255  0.347
H46 -7.1500 -0.2403 -2.0004  0.450
H47 -3.6733 1.3057 -5.3232  0.362
H48 -2.1710 0.6760 -6.0258  0.306
H49 -2.4918 2.4091 -6.0235  0.445
H50 -3.3978 3.3413 -2.8996  0.271
H51 -1.9684 4.1664 -3.5152  0.439
H52 -1.9197 3.3831 -1.9340  -0.112
H53 0.4319 0.6076 -4.3294  0.207
H54 0.5937 1.6668 -2.9264  -0.194
H55 0.5300 2.3532 -4.5535  0.476

## Properties
DFT total energy: -263957.5337 eV
spin multiplicity: 6
HOMO-LUMO gap (alpha / beta): 8.028 / 5.422 eV
<S²>: 8.778
F_max: 1.74 eV/A
energy above the lowest of the compared OMol25 structures with the same formula, charge and spin: 14.1 kcal per mole
net charge: +2


No. 3
# C17H16BaCl2FN3O4S

A structure of composition C17H16BaCl2FN3O4S (ωB97M-V/def2-TZVPD, the Open Molecules 2025 dataset).

Each line ends with the Mulliken charge.
Atoms and positions in Å:
Ba1 -0.4716 -0.2475 0.7329  1.505
C1 -1.2771 0.5629 -4.3283  -1.731
C2 -1.2524 0.5743 -2.8189  0.530
N1 -0.8759 -0.4438 -2.1232  -0.052
O1 -0.5553 -1.6163 -2.8232  -0.412
C3 -1.7223 1.7801 -2.1471  0.251
C4 -2.2182 2.9884 -2.8828  -1.305
N2 -1.7494 1.7089 -0.8348  0.254
O2 -2.2010 2.6669 -0.1303  -0.772
H1 -0.4809 -0.0560 -4.7441  0.524
H2 -1.1473 1.5720 -4.7098  0.305
H3 -2.2380 0.1983 -4.7044  0.323
H4 -0.9797 -1.5814 -3.6925  0.275
H5 -3.1133 2.7918 -3.4845  0.264
H6 -1.4663 3.4246 -3.5480  0.301
H7 -2.4747 3.7307 -2.1271  0.366
Cl1 1.8331 0.8418 4.1363  -0.198
C5 1.5775 2.5571 4.2435  0.622
C6 1.2772 3.0853 5.4825  -0.798
C7 1.1005 4.4555 5.6229  -0.215
C8 1.2314 5.2587 4.4998  -0.749
C9 1.5168 4.6950 3.2692  0.582
Cl2 1.6485 5.8046 1.9230  -0.259
C10 1.6990 3.3113 3.0483  -0.534
S1 2.0067 2.6044 1.5085  -0.407
H8 1.1920 2.4159 6.3281  0.360
H9 0.8660 4.8877 6.5873  0.325
H10 1.1043 6.3314 4.5625  0.354
O3 -0.9908 -1.4423 3.0496  -0.633
N3 -1.9754 -2.1312 2.7005  0.424
O4 -2.4749 -1.7935 1.5976  -0.668
F1 -0.0743 -6.6037 -2.9787  -0.385
C11 0.3266 -5.5741 -2.1476  0.489
C12 1.3159 -4.7067 -2.5664  -0.520
C13 1.7164 -3.6801 -1.7292  -0.503
C14 1.1468 -3.4650 -0.4484  1.605
C15 1.5197 -2.3716 0.3945  -2.605
C16 0.1417 -4.3972 -0.0793  -0.468
C17 -0.2632 -5.4289 -0.9077  -0.552
H11 1.7701 -4.8386 -3.5420  0.370
H12 2.4852 -2.9955 -2.0708  0.249
H13 2.4692 -1.9038 0.1306  0.324
H14 1.4443 -2.5727 1.4656  0.493
H15 -0.3450 -4.2811 0.8837  0.280
H16 -1.0417 -6.1163 -0.5977  0.389

## Properties
DFT total energy: -69837.8475 eV
HOMO-LUMO gap: 5.042 eV
F_max: 0.86 eV/A
energy above the lowest of the compared OMol25 structures with the same formula, charge and spin: 13.3 kcal per mole
net charge: -2


F_max of number 3 (C17H16BaCl2FN3O4S)?
0.86 eV/A